Record 1
{"formula": "CH6N3", "method": "ωB97M-V with the def2-TZVPD basis set", "species": ["C", "N", "N", "N", "H", "H", "H", "H", "H", "H"], "xyz": [[0.2434, -0.4533, 0.2656], [-0.0205, 0.4571, -0.5896], [1.0862, -1.4397, 0.2843], [-1.2112, 1.2517, -0.5162], [-0.8378, -0.4917, 1.5223], [0.3659, 0.5467, -1.5951], [1.8766, -1.4337, -0.3548], [1.3610, -1.8226, 1.2047], [-1.1097, 2.1143, 0.1117], [-1.5183, 1.5862, -1.4405]], "nbo_charge": [0.4414, -0.4175, -0.7496, -0.6408, 0.2633, 0.4385, 0.4219, 0.4482, 0.3976, 0.3969], "e_above_lowest_kj_mol": 429.2, "charge": 1, "homo_ev": -14.75, "orbital_gap_ev": 10.117, "mol_weight_da": 60.080, "energy_ha": -205.5939}

---

Record 2
{"formula": "C4H12N2O", "method": "ωB97M-V with the def2-TZVPD basis set", "species": ["H", "N", "C", "N", "C", "C", "C", "H", "H", "H", "H", "H", "H", "H", "H", "H", "O", "H", "H"], "xyz": [[1.9073, 0.9525, 2.4024], [1.9516, -0.0869, 2.4304], [1.8819, -0.5771, 1.2685], [1.1797, 0.0358, 0.2590], [0.0817, 0.8819, 0.5318], [-0.4909, 1.8719, -0.6686], [-1.8692, 1.5455, -1.5223], [2.2942, -1.5082, 0.8484], [1.6644, 0.2410, -0.6040], [0.4672, 1.6289, 1.1496], [-0.8024, 0.3169, 0.9676], [-0.4091, 2.9741, -0.3206], [0.3857, 1.5540, -1.3494], [-2.6681, 0.9813, -0.9831], [-2.2736, 2.5231, -1.8552], [-1.5133, 0.9078, -2.4433], [-0.2027, -4.7727, -0.0348], [-0.8328, -5.5033, 0.0596], [-0.7517, -3.9667, -0.1360]], "nbo_charge": [0.3399, -0.6958, 0.3018, -0.6684, -0.2088, -0.3997, -0.6240, 0.1650, 0.3802, 0.1705, 0.1946, 0.2154, 0.1874, 0.2129, 0.2172, 0.2115, -0.9400, 0.4697, 0.4704], "e_above_lowest_kj_mol": 336.1, "homo_ev": -8.90, "orbital_gap_ev": 9.598, "smiles": "[H]/N=C\\NCCC.O", "mol_weight_da": 104.153, "energy_ha": -344.2570}

---

Record 3
{"formula": "C25H25BCrN8O2", "method": "ωB97M-V with the def2-TZVPD basis set", "species": ["H", "N", "B", "N", "C", "Cr", "H", "C", "H", "C", "H", "C", "H", "H", "H", "N", "N", "N", "N", "C", "C", "H", "H", "C", "C", "C", "C", "H", "H", "H", "H", "H", "O", "C", "N", "C", "C", "O", "N", "C", "C", "C", "C", "C", "C", "C", "C", "C", "C", "C", "C", "H", "H", "H", "H", "H", "H", "H", "H", "H", "H", "H"], "xyz": [[-0.4798, -3.4712, -0.9563], [-1.9883, -2.1244, -1.5545], [-4.0398, -0.9812, -2.5391], [-3.2626, -2.2639, -2.0923], [-3.5357, -3.5765, -2.1762], [-1.2290, -0.3897, -1.2070], [-4.4787, -3.8863, -2.5849], [-2.4400, -4.2966, -1.7001], [-2.3468, -5.3664, -1.6300], [-1.4859, -3.3528, -1.3416], [-5.1143, -1.2234, -2.9970], [0.0863, 1.6627, -1.6187], [1.0578, 2.0654, -1.3268], [-0.6509, 1.7462, -0.8013], [-0.3002, 2.1834, -2.5126], [-3.0989, -0.2874, -3.5745], [-4.0985, -0.0348, -1.3007], [-1.7938, -0.0028, -3.1880], [-2.9209, 0.2977, -0.6383], [-3.2694, 0.0835, -4.8592], [-5.1201, 0.5325, -0.6458], [-4.2157, -0.0973, -5.3468], [-6.1295, 0.3735, -0.9816], [-2.0782, 0.6354, -5.3210], [-4.6185, 1.2562, 0.4355], [-1.1796, 0.5626, -4.2478], [-3.2327, 1.0990, 0.4111], [-1.8869, 1.0351, -6.3039], [-5.1904, 1.8162, 1.1514], [-0.1614, 0.9254, -4.1827], [-2.4592, 1.4829, 1.0640], [0.2891, 0.5918, -1.8867], [1.2677, -2.5692, -0.3788], [1.1494, -1.6291, 0.4027], [1.9936, -1.3548, 1.4623], [1.8995, 0.0183, 1.8610], [0.4757, 0.3059, 1.3388], [-0.2475, 1.2192, 1.7252], [0.1714, -0.6219, 0.3799], [2.1395, 0.0663, 3.3702], [1.2129, 0.5894, 4.2780], [1.4943, 0.5807, 5.6609], [2.6917, 0.0574, 6.1527], [3.6170, -0.4665, 5.2386], [3.3552, -0.4491, 3.8614], [2.9202, 0.8777, 1.1216], [3.6998, 1.8478, 1.7775], [4.7167, 2.5160, 1.0775], [4.9249, 2.2806, -0.2842], [4.1005, 1.3601, -0.9480], [3.1022, 0.6673, -0.2481], [2.8006, -1.9478, 1.5862], [0.2856, 1.0292, 3.9143], [0.7629, 1.0169, 6.3433], [2.9029, 0.0373, 7.2275], [4.5660, -0.8729, 5.5902], [4.1259, -0.8031, 3.1673], [3.5324, 2.0660, 2.8315], [5.3353, 3.2438, 1.6032], [5.6948, 2.8173, -0.8454], [4.2056, 1.1744, -2.0216], [2.4761, -0.0523, -0.7923]], "lowdin_spin": [0.0024, 0.0129, 0.0028, 0.0074, 0.0244, 3.5784, 0.0018, 0.0048, 0.0000, 0.0325, 0.0000, 0.0443, 0.0016, 0.0082, 0.0018, 0.0063, 0.0148, 0.0038, 0.0495, 0.0147, 0.0258, 0.0011, 0.0023, 0.0024, 0.0074, 0.0161, 0.0357, -0.0001, 0.0006, 0.0008, 0.0023, 0.0226, 0.0099, 0.0111, 0.0031, -0.0003, 0.0087, 0.0109, 0.0257, -0.0001, 0.0000, 0.0000, 0.0000, 0.0000, 0.0000, 0.0001, 0.0001, 0.0001, 0.0001, 0.0001, 0.0004, 0.0003, 0.0000, 0.0000, 0.0000, 0.0000, 0.0000, 0.0000, 0.0000, 0.0000, 0.0000, 0.0006], "e_above_lowest_kj_mol": 0.0, "homo_ev": [-7.03, -8.95], "orbital_gap_ev": [7.683, 9.565], "s_squared": 6.02, "mol_weight_da": 532.337, "multiplicity": 5, "energy_ha": -2625.6637}

---

Record 4
{"formula": "C30H48AsN2OPtS2Sb", "method": "ωB97M-V with the def2-TZVPD basis set", "species": ["Pt", "S", "C", "N", "C", "C", "N", "C", "C", "C", "C", "C", "C", "C", "C", "S", "C", "C", "C", "C", "C", "C", "C", "H", "H", "H", "H", "H", "H", "H", "H", "H", "H", "H", "H", "H", "H", "H", "H", "H", "H", "C", "C", "C", "Sb", "C", "C", "C", "C", "C", "C", "H", "H", "H", "H", "H", "H", "H", "H", "H", "H", "H", "H", "H", "H", "H", "H", "H", "H", "H", "H", "H", "C", "As", "C", "C", "O", "H", "H", "H", "H", "H", "H", "H", "H", "H"], "xyz": [[0.0286, -0.1330, -0.2269], [-0.2423, -0.0556, -2.6657], [-1.2283, -1.4130, -2.8599], [-2.1001, -1.5416, -3.8287], [-2.9230, -2.7444, -3.9586], [-2.1134, -3.9467, -3.5773], [-1.5519, -3.7482, -2.2369], [-1.4068, -4.9685, -1.4064], [-0.1475, -5.7420, -1.7096], [0.9116, -5.7426, -0.8118], [2.0676, -6.4568, -1.0923], [2.1718, -7.1735, -2.2745], [1.1100, -7.1919, -3.1688], [-0.0472, -6.4853, -2.8834], [-1.0631, -2.5707, -1.8980], [-0.2057, -2.3429, -0.4530], [-2.2924, -0.5322, -4.8919], [-1.6991, -1.0222, -6.1882], [-0.3173, -1.1413, -6.3223], [0.2262, -1.6290, -7.4993], [-0.6055, -1.9973, -8.5502], [-1.9803, -1.8728, -8.4244], [-2.5265, -1.3887, -7.2427], [-3.2335, -2.8213, -4.9986], [-3.8106, -2.6381, -3.3299], [-1.3023, -4.1189, -4.2897], [-2.7449, -4.8317, -3.5513], [-2.2905, -5.5679, -1.6227], [-1.4482, -4.6703, -0.3603], [0.8209, -5.2070, 0.1237], [2.8820, -6.4656, -0.3802], [3.0701, -7.7355, -2.4909], [1.1761, -7.7743, -4.0777], [-0.8838, -6.5388, -3.5711], [-1.8386, 0.3944, -4.5518], [-3.3687, -0.3846, -4.9929], [0.3359, -0.8374, -5.5116], [1.2996, -1.7108, -7.6049], [-0.1789, -2.3737, -9.4699], [-2.6288, -2.1456, -9.2457], [-3.6016, -1.2777, -7.1521], [4.6045, -1.5470, 2.1768], [3.4682, -1.7661, 1.1830], [2.9781, -3.2056, 1.1754], [1.8289, -0.4396, 1.6098], [2.6237, 1.5251, 1.9706], [3.1987, 1.7127, 3.3691], [3.6280, 1.8651, 0.8727], [0.8550, -1.1549, 3.3948], [1.7647, -1.4635, 4.5795], [-0.2486, -0.1631, 3.7513], [5.4168, -2.2398, 1.9446], [4.2970, -1.7401, 3.2042], [5.0135, -0.5387, 2.1252], [3.8021, -1.4875, 0.1813], [2.6092, -3.5086, 2.1587], [3.8058, -3.8708, 0.9185], [2.1907, -3.3644, 0.4440], [1.7387, 2.1456, 1.8408], [4.0450, 1.0519, 3.5609], [2.4557, 1.5512, 4.1497], [3.5612, 2.7386, 3.4711], [4.5301, 1.2550, 0.9422], [3.9400, 2.9079, 0.9670], [3.2060, 1.7345, -0.1265], [0.3968, -2.0894, 3.0561], [2.3297, -0.5907, 4.9072], [2.4705, -2.2649, 4.3626], [1.1546, -1.7917, 5.4241], [0.1677, 0.7842, 4.1016], [-0.8628, -0.5671, 4.5582], [-0.9014, 0.0480, 2.9014], [0.3398, 4.6877, -0.4131], [-0.8450, 3.2059, -0.1962], [-1.8257, 2.9495, -1.8205], [-2.0903, 3.5795, 1.2050], [0.0885, 1.8803, 0.2577], [-0.2258, 5.5699, -0.7096], [1.0726, 4.4422, -1.1794], [0.8466, 4.8769, 0.5313], [-2.3598, 3.8707, -2.0516], [-2.5364, 2.1359, -1.6868], [-1.1376, 2.7055, -2.6259], [-2.6717, 4.4651, 0.9510], [-1.5424, 3.7528, 2.1291], [-2.7539, 2.7255, 1.3268]], "lowdin_charge": [0.3919, 0.7011, -0.6279, -0.0689, -0.0753, -0.0881, -0.0697, -0.0943, -0.2131, -0.0536, -0.0592, -0.0588, -0.0564, -0.0400, -0.5700, 0.6680, -0.0959, -0.2270, -0.0371, -0.0587, -0.0597, -0.0565, -0.0447, 0.1357, 0.1543, 0.1506, 0.1403, 0.1371, 0.1069, 0.0933, 0.1100, 0.1147, 0.1145, 0.1106, 0.0848, 0.1398, 0.0955, 0.1129, 0.1147, 0.1149, 0.1184, -0.1194, -0.5281, -0.1495, 1.5046, -0.5463, -0.1180, -0.1345, -0.5478, -0.1206, -0.1481, 0.0943, 0.0685, 0.0579, 0.0942, 0.0817, 0.0921, 0.0069, 0.0500, 0.0730, 0.0602, 0.0907, 0.0683, 0.0884, 0.0683, 0.0815, 0.0684, 0.0613, 0.0903, 0.0735, 0.0893, 0.0484, -0.1756, 1.0219, -0.2137, -0.1797, -0.7396, 0.0553, 0.0534, 0.0517, 0.0561, 0.0418, 0.0160, 0.0551, 0.0521, 0.0506], "e_above_lowest_kj_mol": 59.6, "charge": 2, "homo_ev": -13.20, "orbital_gap_ev": 6.652, "mol_weight_da": 908.621, "energy_ha": -4747.9285}

---

Record 5
{"formula": "CClNOS", "method": "ωB97M-V with the def2-TZVPD basis set", "species": ["C", "N", "O", "S", "Cl"], "xyz": [[1.1665, -0.4509, -0.0695], [2.2363, -0.7711, 0.2080], [-0.8913, 1.5835, -0.4545], [-0.6050, 0.5494, 0.4095], [-1.9065, -0.9109, -0.0936]], "nbo_charge": [-0.0385, -0.3380, -0.8375, 1.3994, -0.1854], "e_above_lowest_kj_mol": 29.8, "homo_ev": -11.51, "orbital_gap_ev": 10.278, "mol_weight_da": 109.537, "energy_ha": -1026.3932}

---

Record 6
{"formula": "C11H18O", "method": "ωB97M-V with the def2-TZVPD basis set", "species": ["C", "C", "C", "C", "C", "O", "C", "C", "H", "H", "H", "H", "H", "H", "H", "H", "C", "C", "C", "C", "H", "H", "H", "H", "H", "H", "H", "H", "H", "H"], "xyz": [[-1.3227, 2.2304, -1.9657], [-2.0904, 1.3023, -1.0783], [-2.1427, -0.0482, -1.4203], [-2.8573, -0.9544, -0.6536], [-3.5005, -0.4517, 0.4626], [-4.2602, -1.3597, 1.2419], [-3.4900, 0.8775, 0.8219], [-2.7605, 1.7620, 0.0382], [-2.0057, 2.7640, -2.6332], [-0.6555, 1.7650, -2.6912], [-0.7699, 3.0184, -1.4876], [-1.6120, -0.3277, -2.3158], [-2.9630, -1.9994, -0.9006], [-3.7583, -1.4925, 2.0544], [-3.9691, 1.2258, 1.7274], [-2.7191, 2.8178, 0.2735], [2.0554, -1.0454, 1.7587], [3.2572, -0.6906, 0.8806], [3.6396, -1.8766, -0.0259], [2.9462, 0.5294, -0.0092], [1.2064, -0.3856, 1.5533], [2.2452, -1.0114, 2.8210], [1.6793, -2.0374, 1.4999], [4.1292, -0.4930, 1.5097], [2.8116, -2.0024, -0.7270], [4.5230, -1.6689, -0.6099], [3.6992, -2.7979, 0.5523], [2.8522, 1.4273, 0.5785], [3.7853, 0.6565, -0.6983], [2.0470, 0.2664, -0.5574]], "nbo_charge": [-0.6318, -0.0432, -0.1845, -0.2526, 0.2707, -0.7084, -0.2558, -0.1935, 0.2176, 0.2164, 0.2189, 0.2077, 0.2297, 0.4752, 0.2230, 0.2108, -0.6167, -0.2145, -0.5985, -0.5991, 0.2069, 0.2129, 0.2040, 0.1894, 0.1938, 0.2055, 0.2065, 0.2081, 0.2013, 0.2006], "e_above_lowest_kj_mol": 48.9, "homo_ev": -8.84, "orbital_gap_ev": 9.621, "smiles": "Cc1ccc(O)cc1.CC(C)C", "mol_weight_da": 166.264, "energy_ha": -505.1620}